Density functional theory data (ωB97M-V with the def2-TZVPD basis set) for a molecular structure, C42H63BCl3N2OP2S3SrTe.

Computed properties:
LUMO level (eV): 2.1
Kohn-Sham gap (eV): 5.99
HOMO (eV): -3.864
Total charge: -1
Spin multiplicity: 1

Atoms and positions in Å:
Sr 0.48669 0.33658 -1.04849
C 4.03887 -4.15598 0.74895
C 3.46911 -3.14853 1.75072
C 4.38002 -1.91591 1.72569
C 3.52453 -3.73220 3.16582
P 1.80448 -2.52091 1.00951
C 1.19576 -1.54892 2.48720
N -0.03515 -0.82026 2.30761
B -0.62814 -0.22826 1.12488
N -1.88825 0.29309 1.63351
C -2.91751 0.98558 0.90671
P -3.42498 0.14696 -0.69626
C -4.51703 1.55964 -1.39283
C -4.95607 1.09747 -2.78490
C -5.72982 2.03260 -0.58296
C -3.55589 2.73990 -1.58298
C -4.55481 -1.30729 -0.11557
C -6.06494 -1.09556 -0.13539
C -4.15868 -1.74532 1.29174
C -4.20735 -2.43202 -1.09771
C -1.99584 0.07947 2.98441
C -2.98365 0.41292 3.89609
C -2.80618 0.05387 5.22505
C -1.65951 -0.60432 5.64043
C -0.65827 -0.93719 4.73810
C -0.83086 -0.60684 3.40477
C 0.58251 -4.00806 0.96858
C -0.83374 -3.48321 1.20331
C 0.83025 -5.14611 1.95470
C 0.65679 -4.52665 -0.47104
H 5.04070 -4.46851 1.04970
H 4.11221 -3.68955 -0.23148
H 3.42223 -5.04889 0.66448
H 5.42073 -2.22091 1.84350
H 4.13580 -1.22297 2.52929
H 4.29337 -1.39739 0.77339
H 4.57360 -3.80907 3.46081
H 3.09353 -4.72547 3.23618
H 3.03833 -3.08311 3.88841
H 2.01071 -0.85224 2.72060
H 1.08637 -2.24256 3.32671
H -2.54442 1.96654 0.58845
H -3.80031 1.14066 1.53470
H -5.55265 1.86804 -3.27710
H -5.54661 0.18404 -2.74087
H -4.07366 0.90118 -3.39218
H -6.60305 1.40896 -0.75533
H -5.99021 3.04989 -0.88089
H -5.52067 2.05105 0.48410
H -2.55702 2.38616 -1.83216
H -3.50138 3.35768 -0.68948
H -3.89618 3.36989 -2.40172
H -6.36611 -0.35346 0.59828
H -6.55763 -2.03437 0.12237
H -6.41958 -0.79918 -1.11828
H -4.48290 -1.02531 2.03841
H -3.08407 -1.87349 1.37135
H -4.63617 -2.69710 1.52963
H -4.50377 -2.16465 -2.11092
H -4.71892 -3.35425 -0.81878
H -3.13312 -2.61367 -1.09035
H -3.88161 0.94206 3.59794
H -3.57590 0.29781 5.94257
H -1.53057 -0.85934 6.68214
H 0.23183 -1.44620 5.08254
H -0.99021 -3.21174 2.24461
H -1.56353 -4.25212 0.94748
H -1.01000 -2.60639 0.57968
H 0.83886 -4.77731 2.97758
H 1.76508 -5.66170 1.75408
H 0.02301 -5.87512 1.87078
H 0.43721 -3.71051 -1.16204
H -0.07077 -5.32440 -0.62959
H 1.64656 -4.91094 -0.70614
Cl 0.04867 0.80487 -8.62879
C -0.03772 0.93138 -6.90392
C 0.47513 -0.08447 -6.11458
C 0.36537 0.01191 -4.74594
Cl 0.96483 -1.27367 -3.78095
C -0.23912 1.10574 -4.06586
O -0.35296 1.16947 -2.81425
C -0.70746 2.11456 -4.95292
Cl -1.43715 3.51331 -4.24503
C -0.63201 2.03980 -6.32542
H 0.95672 -0.94292 -6.55338
H -1.03255 2.83611 -6.93481
C 2.96194 5.50518 1.43083
C 2.64213 4.28051 2.26797
S 1.46470 3.09437 1.55389
C -0.09618 4.04254 1.50123
C -0.28283 4.84393 0.21678
S 0.21686 3.87499 -1.24693
C 1.49837 4.86831 -2.10572
C 2.39348 5.83557 -1.35496
S 3.63702 5.11387 -0.22418
H 3.73031 6.08995 1.94390
H 2.08636 6.13844 1.29974
H 2.26453 4.59593 3.24260
H 3.53832 3.67714 2.40281
H -0.15191 4.68695 2.37967
H -0.86698 3.27299 1.57228
H 0.30548 5.75554 0.21998
H -1.33384 5.11342 0.08743
H 0.96689 5.43127 -2.87601
H 2.11525 4.10805 -2.58115
H 1.83818 6.59438 -0.80390
H 2.99037 6.35542 -2.10686
Te 3.40214 1.32316 -0.47570
C 4.75335 -0.11927 -1.15308
C 6.11398 0.09622 -0.94337
C 7.06840 -0.80519 -1.35851
C 6.68832 -1.96747 -2.01524
C 5.33833 -2.20640 -2.22453
C 4.38985 -1.30030 -1.79567
H 6.41467 1.00320 -0.43543
H 8.11717 -0.60351 -1.17216
H 7.43373 -2.67639 -2.36010
H 5.02795 -3.11371 -2.73064
H 3.34046 -1.52177 -1.95126

Löwdin population analysis, charges in e, atoms 1 to 2: number 1, Sr, carries 0.88; number 2, C, carries -0.10

***

Density functional theory data (ωB97M-V with the def2-TZVPD basis set) for 2 unconnected molecules or ions with the total composition C3H9N2.

Computed properties:
Energy relative to the best compared isomer or geometry (same formula, charge and spin) (kJ/mol): 286.9
LUMO level (eV): -3.7
Kohn-Sham gap (eV): 10.16
HOMO (eV): -13.840
Total charge: +1
Spin multiplicity: 1

Atoms and positions in Å:
C -2.21287 0.03068 -0.15015
C -1.25648 0.76875 0.51289
C 2.16586 -0.36442 0.31696
N 1.14399 -0.01420 -0.62683
N -3.05981 -0.68249 -0.50252
H -1.35105 0.49135 1.51390
H -0.23405 0.58689 -0.10408
H -1.59395 1.76603 0.65649
H 3.20372 -0.08250 -0.07155
H 1.87631 0.25731 1.30964
H 2.30403 -1.46673 0.53260
H 1.08295 -0.69469 -1.38874
H -3.55019 -1.45269 -0.90514
H 1.48154 0.85673 -1.09348

natural (NBO) population analysis, charges in e, atoms 1 to 2: number 1, C, carries 0.71; number 2, C, carries -0.86

***

Density functional theory data (ωB97M-V with the def2-TZVPD basis set) for a molecular structure, C4H5IN3O2.

Computed properties:
Energy relative to the best compared isomer or geometry (same formula, charge and spin) (kJ/mol): 291.5
LUMO level (eV): -5.8
Kohn-Sham gap (eV): 7.73
HOMO (eV): -13.540
Total charge: +1
Spin multiplicity: 1

Atoms and positions in Å:
C 0.62938 -0.63927 -0.99450
C 0.59004 -0.57264 0.38497
C -1.12085 0.72853 -0.71757
C 1.61060 -1.27604 1.19975
N -0.39221 0.11514 0.91232
N -0.35257 0.14427 -1.55982
N -2.02519 1.82888 -0.70745
O -2.12598 2.39684 0.33926
O -2.49314 2.07502 -1.74678
I -0.83080 0.74465 2.68004
H 1.28108 -1.28851 -1.54662
H 1.95096 -0.64367 1.98603
H 1.29674 -2.19123 1.74390
H 2.43967 -1.52909 0.54992
H -0.45773 0.10711 -2.52344

natural (NBO) population analysis, charges in e, atoms 1 to 2: number 1, C, carries -0.11; number 2, C, carries 0.23

***

Density functional theory data (ωB97M-V with the def2-TZVPD basis set) for 7 unconnected molecules or ions with the total composition C38H41N5O14S2.

Computed properties:
Energy relative to the best compared isomer or geometry (same formula, charge and spin) (kJ/mol): 1155.1
LUMO level (eV): -1.3
Kohn-Sham gap (eV): 8.14
HOMO (eV): -9.409
Structure (SMILES): O=[N+]([O-])c1ccccc1.O=[N+]([O-])c1ccccc1.O=[N+]([O-])c1ccccc1.O=[N+]([O-])c1ccccc1.O=[N+]([O-])c1ccccc1.O=S1(=O)CCCC1.O=S1(=O)CCCC1
Total charge: 0
Spin multiplicity: 1

Atoms and positions in Å:
O -0.46685 2.76806 2.52185
N 0.68604 2.61398 2.17883
O 1.45391 1.83106 2.72096
C 1.23276 3.43993 1.09966
C 0.43898 4.44328 0.55132
C 0.99179 5.33565 -0.35726
C 2.26628 5.12066 -0.83074
C 3.09540 4.16169 -0.26705
C 2.58198 3.37676 0.76450
H -0.59273 4.55559 0.85766
H 0.32433 6.11476 -0.69816
H 2.63335 5.82552 -1.56917
H 4.12795 4.02406 -0.54703
H 3.19786 2.66997 1.30158
O -2.70207 3.42411 -5.16022
N -1.59622 3.31958 -5.63525
O -1.35006 3.64101 -6.79361
C -0.49945 2.76639 -4.86554
C -0.62138 2.73940 -3.48999
C 0.52698 2.47413 -2.72505
C 1.70209 2.18873 -3.36881
C 1.84277 2.23733 -4.76124
C 0.73002 2.57066 -5.50579
H -1.54275 2.98206 -2.97815
H 0.60279 2.53592 -1.64715
H 2.58866 2.06877 -2.75187
H 2.80748 2.14668 -5.23648
H 0.82528 2.70215 -6.57324
O 4.25227 -5.10247 0.60591
N 3.47021 -4.62235 1.39798
O 3.74983 -3.77838 2.24327
C 2.14799 -5.25193 1.54391
C 1.45929 -5.59505 0.39002
C 0.24242 -6.25597 0.51654
C -0.26031 -6.57545 1.76752
C 0.46599 -6.30491 2.91853
C 1.70151 -5.66144 2.79228
H 1.84524 -5.29585 -0.57422
H -0.30569 -6.48246 -0.38742
H -1.19275 -7.11684 1.87346
H 0.14602 -6.48518 3.93371
H 2.20416 -5.36110 3.70218
O -8.19684 2.40897 -1.20025
N -7.38273 1.75126 -0.58383
O -7.57110 1.33648 0.54093
C -6.11292 1.43381 -1.23957
C -5.12622 0.81080 -0.47569
C -3.93601 0.48820 -1.09283
C -3.71114 0.82101 -2.42704
C -4.69918 1.48490 -3.14901
C -5.95156 1.72060 -2.57573
H -5.27148 0.60672 0.57465
H -3.12541 0.04473 -0.53001
H -2.73647 0.66990 -2.87186
H -4.44555 1.81300 -4.14723
H -6.71047 2.16091 -3.20423
O 4.25726 -2.04310 -2.87935
N 4.22219 -1.88948 -1.68696
O 3.84951 -2.72551 -0.90454
C 4.68273 -0.64094 -1.10728
C 5.23551 0.34967 -1.90445
C 5.63333 1.56416 -1.34855
C 5.61106 1.70358 0.02888
C 4.98847 0.75084 0.82880
C 4.52039 -0.40410 0.25245
H 5.25974 0.29497 -2.98527
H 5.94625 2.32456 -2.04993
H 5.94650 2.62534 0.49199
H 4.93714 0.91084 1.89649
H 4.06102 -1.15318 0.88546
O -2.79115 -0.42169 1.85331
S -3.32104 -0.08263 3.14842
O -4.38819 0.89348 3.28349
C -3.96262 -1.60682 3.88651
C -3.39591 -1.62387 5.30151
C -1.94037 -1.14918 5.15379
C -2.02737 0.16635 4.36286
H -3.38479 -2.34444 3.31914
H -5.02125 -1.72665 3.69005
H -4.00922 -0.98191 5.93948
H -3.45753 -2.59977 5.78480
H -1.33137 -1.89411 4.63662
H -1.43720 -1.02295 6.11173
H -1.13876 0.51557 3.83343
H -2.25298 0.98682 5.04353
O 0.42360 -3.43605 -1.67287
S -0.34141 -2.38077 -1.03331
O -1.74256 -2.10513 -1.33689
C -0.12212 -2.32447 0.79355
C 0.91696 -1.24408 1.06651
C 0.60306 -0.12459 0.09574
C 0.51426 -0.79759 -1.29390
H -0.00599 -3.36147 1.10439
H -1.12627 -1.98617 1.06035
H 0.84706 -0.92659 2.10914
H 1.94212 -1.60398 0.95701
H 1.26939 0.73888 -0.00061
H -0.31451 0.42290 0.34543
H 1.52947 -1.13827 -1.51587
H 0.08133 -0.24824 -2.12160

Löwdin population analysis, charges in e, atoms 1 to 2: number 1, O, carries 0.09; number 2, N, carries -0.34

***

no.,energy (eV)
1,-147064.81446
2,-6228.07493
3,-20881.22385
4,-97842.15329